No. 1
54
Properties=species:S:1:pos:R:3 method="wB97M-V/def2-TZVPD" homo_energy_ev=-11.3 charge=+1 lumo_ev=-3.4 de_lowest_ev=0.000
H -2.94057 1.84828 -0.12776
H 0.12235 4.04174 3.63627
P -0.30856 -0.72835 0.28386
C -0.20066 3.02097 3.86188
H -5.29335 2.28457 -0.88385
H 0.08037 2.26722 -0.67114
C 2.47140 -4.32108 -1.19961
H 2.28524 -0.77386 1.10684
H 2.80977 -5.21922 -1.71675
H 3.75058 1.18017 -1.61734
C -0.31068 -0.37689 2.07779
H -0.14597 0.18322 -1.91107
H 1.49129 1.68707 0.19949
C -3.57553 1.02343 -0.48343
H -1.95682 0.96681 2.46225
H 0.38510 -2.65606 1.35870
H 0.47047 2.60144 4.62699
C 3.26054 -2.38175 0.16505
H 0.70888 -0.55532 2.45774
H 1.20601 2.49275 -2.72484
H -1.21714 3.04531 4.27786
C -1.99276 -1.04500 -0.35994
C -2.71717 0.00707 -1.23480
C -4.67444 1.55011 -1.40280
H 0.86079 2.03367 2.24068
H -3.37443 -0.55177 -1.92447
H 4.21710 -1.94176 0.47325
H -1.99635 0.53174 -1.88034
C 1.85750 2.25492 -1.87424
H 4.44856 -3.92018 -0.66630
H -5.31413 0.72179 -1.72927
H -1.90368 -1.92202 -1.00899
C -0.17793 2.19210 2.56828
H -0.92966 0.62005 3.84821
H -0.69384 -3.04964 -1.03082
C 1.10069 -4.03552 -1.32832
C 0.52938 0.20714 -1.03653
C 0.35004 -3.08656 -0.72292
H -0.68527 2.74988 1.76221
H 2.22862 3.21749 -1.49186
H -2.63949 -1.34794 0.48058
H -0.91792 -1.21590 2.45798
H -4.02515 0.55202 0.40059
H 3.56588 1.99097 -3.18403
C 3.42066 -3.57310 -0.57052
C 3.03296 1.42624 -2.40743
C 0.97520 1.63669 -0.76860
H 2.69369 0.49161 -2.86911
C 0.70605 -2.18418 0.40303
H 0.58005 -4.67822 -2.04430
C -0.90533 0.85961 2.76889
H -4.24558 2.01940 -2.29415
C 2.14035 -1.72259 0.55497
H 1.39288 -0.41857 -1.30788

***

No. 2
68
Properties=species:S:1:pos:R:3 method="wB97M-V/def2-TZVPD" homo_energy_ev=-8.6 lumo_ev=-0.2
H -6.31162 4.99939 -1.76017
H 5.16247 2.43108 -3.65763
C -5.91374 4.05822 -2.13050
C 0.55766 3.70856 6.28208
C 0.54223 -3.53352 -2.48331
H -5.16654 1.95539 -3.31468
H 3.46681 0.08674 -1.10880
C -0.61296 -6.83377 0.81544
C 0.02946 3.17687 1.88700
C 1.47795 4.30143 5.24355
H -1.39853 -6.82496 1.59419
H -3.20852 -7.39161 -1.31337
H 2.40947 0.96486 -2.25545
N 2.81685 4.21288 5.46590
H -0.47290 3.85465 5.96926
H 2.35327 -3.47777 -3.73160
B -1.42287 -6.78126 -1.40547
C 2.88143 0.00760 -2.02725
O 3.57703 -1.45974 -3.78937
H 2.10054 -0.73452 -1.87772
O -1.37779 1.10643 -0.72819
N 4.80530 0.39021 -3.50462
C 3.76616 -0.42332 -3.17089
O -1.01990 -7.57964 -0.33588
C -0.34437 -5.82043 -2.10973
C -4.57194 1.45243 -2.55823
H -0.01335 2.98819 -0.23117
H 2.80564 3.19746 7.31550
O -2.70601 -6.80406 -1.90330
H 0.70199 4.20413 7.24314
H 4.11441 4.37225 7.08127
H 0.74123 2.63769 6.38385
S -1.03296 -2.20061 -1.26269
H -5.28791 4.26409 -3.00017
C 1.65935 -5.47060 -3.48682
H 1.11690 3.15856 1.96278
H -3.55482 1.31678 -2.92929
H -2.31909 -0.04494 1.30295
N 0.30652 -2.24586 -2.17436
N -1.41842 -3.79171 -1.14735
H -6.74867 3.41652 -2.41588
H 6.21078 1.55986 -2.51830
C -0.46979 -4.39844 -1.87371
C -1.71242 0.79807 1.62542
H 2.44552 -5.90963 -4.10811
H 0.69512 -7.44921 -2.99707
H -0.90677 0.42319 2.25836
C 3.50297 3.61099 6.59406
H -5.00645 0.47281 -2.35166
H -2.34399 1.48393 2.19235
O 1.05553 4.84443 4.23482
H 4.15375 2.81561 6.22699
H 5.35459 0.04308 -4.27555
C -1.14474 1.49265 0.41210
H -0.30893 -5.79388 0.60083
C 0.66093 -6.35907 -2.87634
H -0.30950 4.21154 1.90178
O -4.95478 3.91562 0.05973
H 0.26791 -7.35354 1.24392
C 1.58842 -4.11607 -3.27431
N -4.51851 2.21012 -1.32344
N -0.35742 2.57338 0.62098
C 5.19073 1.64889 -2.89682
H 3.37255 4.62855 4.73445
H -3.98829 1.82975 -0.55432
H -0.39776 2.64908 2.73296
C -5.09836 3.40370 -1.04154
H 4.52914 1.92045 -2.08057

***

No. 3
63
Properties=species:S:1:pos:R:3 method="wB97M-V/def2-TZVPD" homo_energy_ev=-11.5 charge=+1 lumo_ev=-4.2
H -4.92251 4.59072 0.85990
H -3.98860 5.67259 -0.91618
N -0.21007 -0.23398 -2.65586
O -3.67939 -0.33069 2.37199
H 2.24313 -0.67874 1.46938
O 0.32245 0.16226 0.28435
C -1.24022 0.43165 -1.82282
H -1.34792 5.91047 -1.11852
H 4.98075 -3.78779 -0.30279
H -1.32671 4.84344 1.84998
C 1.56329 -1.61391 1.45005
Br 6.06748 -6.98063 1.81740
H -1.81348 2.77631 2.26405
H 6.80850 -8.78383 0.30230
C -3.18093 1.72247 -0.51224
H 4.13553 -4.55359 1.19777
H -2.97053 4.25682 -1.47675
C -2.02369 1.35257 0.45119
H -2.13437 6.70915 0.32511
C -0.88297 0.59067 -0.32874
H -0.75975 3.82333 0.34234
C 3.78528 -2.30358 0.89519
H -1.05552 1.02598 2.44427
H 5.67706 -3.51499 1.37095
H -1.75458 1.48786 -5.63708
N -2.07767 1.76871 -4.69340
H -4.03832 1.80978 3.24871
H 0.76514 -1.78033 -0.63703
H 0.67489 -0.31246 -2.12464
H -2.12699 -0.41815 -4.32734
H -2.19800 -1.11482 3.33904
H -3.73312 0.43535 -4.11705
H -3.80607 -0.45826 4.39664
H 0.14230 5.38519 0.88752
C -0.88156 4.86517 0.78823
C -2.87389 -0.30846 3.76557
O 2.40127 -2.72453 1.07358
C -1.87166 1.67891 1.98566
C 6.64480 -7.72246 0.10948
C 0.41189 -1.29151 0.34790
C -3.92971 4.04260 0.63394
H -3.35353 4.03812 1.61465
C 7.91670 -7.06862 -0.37170
H 1.13696 -1.69823 2.51440
C -3.23133 1.03678 2.82119
H 3.93601 -1.74356 -0.08867
C 4.69007 -3.64117 0.79830
H -4.91747 1.96782 0.99162
H 5.81211 -7.60840 -0.58417
H -2.81704 2.48335 -4.75549
Br 7.56984 -5.29790 -1.10871
H -0.59456 -1.76551 0.60865
H 0.02327 0.34498 -3.47576
N -3.38031 1.46942 -1.87271
H 8.66154 -6.94498 0.41418
C -3.23310 4.87626 -0.55519
C -1.90925 5.68184 -0.13306
H 8.35353 -7.63726 -1.19415
H -5.23002 2.76435 -0.61780
C -4.39979 2.55474 0.15849
C -2.59306 0.56421 -3.99313
N -2.40625 0.82588 -2.51254
H 4.17009 -1.63142 1.73957

***

No. 4
62
Properties=species:S:1:pos:R:3 method="wB97M-V/def2-TZVPD" homo_energy_ev="-20.2 / -20.2" charge=+4 lumo_ev="-15.9 / -14.2" spin_multiplicity=2 de_lowest_ev=1.799
C -0.76524 4.09569 3.62709
H 0.41170 -3.70955 3.11895
C 0.90737 2.46269 3.06859
C 1.26167 -1.57464 4.78021
H -2.91248 -0.77520 -4.38845
C -1.88376 -0.76781 -4.01797
H -2.28898 -1.38646 -1.96887
H -0.51577 5.81258 4.47373
H -0.32035 2.38916 -0.72055
O -1.19405 5.21885 4.10619
H 1.71001 -2.48623 -0.22661
H -1.59185 -2.86953 -3.68820
H 1.27569 0.63458 -3.63965
C -1.30099 2.06422 2.57675
Fe -0.12875 -0.26247 2.05050
H 1.94179 2.15176 2.99729
H -1.41951 -1.60376 -6.45932
C -1.75440 3.23247 3.07907
Br -2.42142 0.71873 1.79949
H -1.40064 0.05803 -4.54604
H 0.48317 0.99993 -5.18977
S 2.10298 -0.61087 2.31499
H 0.44511 3.35447 -4.78060
H 2.18031 1.36481 -4.93088
H -1.19589 2.31387 -3.29805
H -2.39831 -2.97021 -5.93689
C -0.53560 -3.35012 2.72476
H 1.27506 2.04671 -1.43723
C -1.20029 -2.09075 -4.35005
C -2.00176 -0.46944 -2.48824
H -2.79705 3.52522 3.07140
C 2.52353 -2.31327 1.79308
H 0.88191 -0.86315 -2.13366
H 3.52265 -2.25097 1.35658
H -0.66543 -3.16465 -6.16562
C -1.43365 -2.48111 -5.81064
S -0.20103 -2.44840 1.15367
C 0.19791 1.96671 -1.58271
C 0.58722 3.67954 3.59867
H 1.68951 3.29584 -3.55802
C 2.33414 -0.72760 4.12034
H -1.15007 -4.22119 2.49222
C 1.19803 1.37976 -4.45996
H 3.32733 -1.15266 4.28547
H -2.74212 0.30371 -2.28043
N -0.02819 1.62282 2.54135
C -1.31603 -2.41618 3.63467
Ge -0.27200 0.12955 -1.91134
H -1.94842 -2.93477 4.36151
C 1.53097 -2.85790 0.78287
S -0.38342 -0.98834 4.24773
H 1.35696 -2.63864 4.57780
C 0.82101 2.76044 -3.94483
C -0.26720 2.72386 -2.88396
H 2.35387 0.29295 4.50194
H -0.52902 3.72974 -2.55190
H 1.58889 -3.94799 0.73180
H 1.28138 -1.44232 5.86568
H 2.59019 -2.93457 2.68490
H -2.06671 -1.91505 3.01099
H -0.12264 -2.02497 -4.15702
H 1.37263 4.32211 3.97720

***

No. 5
71
Properties=species:S:1:pos:R:3 method="wB97M-V/def2-TZVPD" homo_energy_ev=-8.9 smiles="C[C@H](F)[C@@](C#N)([PH2]=S)[C@@](C#N)(CC(=O)N(C)C)[C@H](Cl)[C@@H](C)Cl.CCOS(C)(=O)=O.CCOS(C)(=O)=O" lumo_ev=0.2
H -2.51512 2.55991 2.76217
H -2.79228 3.21460 -1.35027
F 0.54930 0.70246 -1.62927
C 0.17927 -5.15215 -5.41737
H 0.31056 -0.01129 -5.17655
C -0.19895 3.91622 0.07199
O -1.85876 4.79130 1.49341
N 2.61615 3.15755 -1.55850
H -2.18530 -2.06358 5.32199
O -0.06409 -2.70765 -5.45131
C 0.41776 -6.07126 2.09018
C 2.94885 4.43323 1.38978
P 2.21285 0.41505 0.63043
C 1.80049 3.45590 1.72647
H 3.30967 1.28023 0.50137
C 0.50933 -0.56212 -4.26133
H -3.81308 1.97935 -0.62038
H -1.03004 1.61065 -0.84479
H 0.02266 -3.12478 5.41799
H 0.09211 4.94789 0.06026
O 2.26858 -1.95138 -5.60990
H -2.40534 -3.82537 5.30459
H -0.29415 -0.99226 0.48762
H 1.46443 -5.86010 2.28870
H 3.72830 3.94561 0.84188
O -1.90064 -4.88174 2.13610
Cl 0.75837 4.12097 3.00239
H 1.02648 -3.77901 -6.86494
H 2.64730 5.72496 -0.30689
N -2.35527 2.69713 0.65448
C -0.00784 1.23134 1.89283
C -3.30017 2.91162 -0.44410
C -3.13538 2.49005 1.89077
H 3.19350 6.50685 1.11831
S 2.42878 -0.59815 2.28117
H -0.68231 -5.20574 -4.75247
H -3.57391 1.50678 1.82324
H -3.94934 3.19853 1.97373
C 2.51852 5.74842 0.76386
O 0.10858 -3.51363 1.63939
C -0.25067 0.94193 -0.53027
C -2.01315 -2.97409 4.74824
O -0.22561 -4.42691 3.88495
H 0.28045 -6.37279 1.05460
H 1.07411 -5.17953 -4.79708
H -4.05934 3.65087 -0.20142
H -0.14162 -2.34261 3.85448
N -0.54374 0.98372 2.88682
H 0.18475 -6.02990 -6.06373
H -1.88695 -0.19073 0.29356
H -0.40254 -0.72240 -3.69535
H -0.41152 3.65449 -0.95778
C 1.88297 3.05677 -0.65409
H 2.25993 2.58531 2.17233
C -0.91859 -0.37026 -0.13831
H -1.06294 -0.91428 -1.06023
H 1.23967 -0.03823 -3.65700
H -2.57609 -2.90296 3.81836
C -0.53096 -3.14668 4.48178
S 1.19949 -2.12464 -4.67603
H 0.03826 -6.83794 2.75972
C 0.97122 3.00007 0.50102
H 2.15256 -0.48158 -0.44149
O 1.39853 -2.87881 -3.47788
Cl 3.78122 4.83519 2.95789
H -0.72262 -3.92235 -6.93085
H 1.53175 6.05603 1.06589
C -1.51907 3.84758 0.82257
S -0.51300 -4.59747 2.33189
C 0.60453 1.48467 0.62476
C 0.12908 -3.88887 -6.25438

***

No. 6
66
Properties=species:S:1:pos:R:3 method="wB97M-V/def2-TZVPD" homo_energy_ev=-13.5 charge=+2 lumo_ev=-7.7
H -3.21710 -2.17243 2.24687
H 4.62187 -1.42642 1.84531
H -2.29249 0.47811 2.95280
C -4.69192 1.17527 1.85133
H -4.21851 1.66526 2.69628
C 0.43278 2.08082 -0.74638
C -1.56581 -1.16970 0.56798
H 3.76846 1.95186 1.51168
O -5.62499 -0.93916 1.31231
C -3.12386 -1.52995 3.11723
H 1.40722 -1.85368 -5.37633
N -4.45456 -0.92715 3.30248
H -5.59515 1.69615 1.56243
H 2.25891 -1.89892 1.90406
H -1.96134 -2.17468 0.61606
H 0.13138 1.06138 -3.28866
C 5.47263 0.96980 0.66963
H -1.40956 -0.59623 3.98206
H -0.20322 -1.24120 -5.31742
H -2.97900 -2.18848 3.96626
C -0.90373 1.45017 -1.05386
F -1.70510 1.56487 0.04035
H 0.67495 -1.95905 -3.17502
C 4.76651 2.23487 1.18031
H -0.21274 -0.01803 1.88424
O 4.51338 -0.05714 0.33431
H 1.14963 -0.07843 -5.50716
H 2.99881 -2.20172 0.30939
H 5.27864 2.64680 2.04081
O -1.09182 -2.23792 -1.48065
H 0.64398 -2.39257 0.43613
O -2.29146 -2.05139 -3.59484
C -0.61112 -1.12001 -0.66562
H -4.39673 -0.22160 4.02966
H -1.04730 -0.09198 -3.78055
H -2.41122 -0.50433 0.44323
C -0.92548 -0.84081 1.92224
Pb 2.68662 1.41428 -0.73610
C -0.24104 0.06020 -3.07809
H -0.80994 3.85608 -0.38811
H -0.34896 -1.70991 2.24575
C 0.79196 -1.59619 -0.28561
C 2.69938 -1.43771 1.02337
I 2.87118 -0.30024 -3.03098
C -0.86284 0.02993 -1.63142
O 1.68599 -0.63211 0.35027
C -1.93866 -0.54534 3.03394
H 6.02701 1.20785 -0.22952
C 3.91948 -0.68417 1.46748
C 0.18764 3.50708 -0.16584
C 0.83332 -0.94432 -3.51320
H 4.69143 2.95078 0.37077
C -4.96199 -0.29896 2.12121
O -2.27331 -0.18663 -1.94411
H -4.01026 1.22479 1.00539
S -2.46375 -1.77702 -2.21285
H 1.01743 2.26604 -1.71184
H 6.18955 0.59398 1.39159
H 1.33254 -2.04916 -1.11145
O -3.63602 -2.27745 -1.62383
H 0.26932 3.44861 0.91487
C 0.82238 -1.00184 -5.04728
H 0.99929 1.53396 0.08259
H 0.95792 4.20137 -0.48046
H -1.35805 2.05390 -1.84220
H 3.73748 0.00985 2.28671